Here is a molecular structure, C20H25Cl3FIN7O7Ta at a distorted geometry from the OMol25 dataset. Energies are from ωB97M-V/def2-TZVPD.

Geometry as ORCA input:
```
! wB97M-V def2-TZVPD RIJCOSX def2/J DEFGRID3
* xyz 2 1
C -0.71 1.45 -5.06
N -0.11 2.00 3.72
H 0.26 4.43 -4.66
C -0.70 3.90 -4.61
H -0.07 1.06 5.62
H -0.10 4.26 -2.37
O -2.32 -0.93 -1.32
C 0.22 -2.05 -2.64
Ta 0.23 0.09 -0.56
H -2.67 0.14 2.84
I 3.28 0.20 5.47
C 4.63 -2.49 -1.71
Cl -0.54 -4.51 -3.56
C 3.97 -1.28 -1.61
O -2.26 0.67 0.86
H -1.10 3.86 -5.62
H -0.86 1.85 -6.06
N -0.09 1.04 -2.40
H -2.65 -1.22 1.69
C 1.91 1.73 3.12
H 0.32 2.26 1.06
Cl 0.94 -4.11 -1.08
H -1.58 0.83 -4.80
N 0.15 2.12 0.03
O -0.24 -1.44 -3.58
H -1.08 2.28 3.64
H -3.57 1.56 -0.40
C 1.79 1.16 4.39
C 0.11 3.26 -0.60
C 3.18 -1.88 0.59
C -3.46 0.60 0.12
C 4.55 -3.39 -0.65
O -0.31 -0.82 3.36
C -0.70 -0.56 2.25
O 0.46 -1.48 -1.52
H 2.91 1.04 -1.10
Cl 2.17 -3.44 -3.63
C 2.55 0.33 -0.35
H 2.61 -1.63 1.48
N -0.54 2.55 -4.11
H 0.28 5.32 -0.38
N 0.22 4.42 0.06
C 0.47 1.35 4.74
C -0.24 2.27 -2.84
C 3.83 -3.09 0.50
N -0.06 3.34 -1.97
H -0.25 0.35 -3.15
F 5.16 -4.57 -0.75
H 0.38 4.38 1.06
C -3.39 -0.50 -0.94
H 3.80 -3.81 1.31
C 0.63 -3.52 -2.72
H 4.04 -0.56 -2.41
O 0.04 -0.49 1.18
H -4.35 0.45 0.75
H 2.71 0.76 0.64
H 5.20 -2.75 -2.59
C 3.24 -0.96 -0.46
H -4.53 -1.58 -2.05
H 2.80 1.84 2.53
O -4.55 -0.88 -1.38
H 0.17 0.81 -5.08
N 0.75 2.23 2.71
H -1.41 4.48 -4.01
C -2.18 -0.26 1.95
*
```

## Properties
- Lowest unoccupied orbital energy: -6.52 eV
- Energy relative to the best compared isomer or geometry (same formula, charge and spin): 1.642 eV

Löwdin population analysis, charges in e, atoms 1 to 6: 0.0049, -0.0024, 0.1134, -0.0071, 0.1341, 0.1425

Here is a molecular structure, C20H25CsIN4O2 from the OMol25 dataset. Energies are from ωB97M-V/def2-TZVPD.

Geometry as ORCA input:
```
! wB97M-V def2-TZVPD RIJCOSX def2/J DEFGRID3
* xyz 1 1
H 1.19 -1.61 -2.39
H -4.26 1.55 0.42
C 1.54 -4.36 0.30
H -5.69 0.14 -3.78
H 1.00 -4.99 1.01
C 1.65 -2.24 -1.62
O -1.01 0.56 -1.75
C -2.21 0.55 -2.20
C 1.52 -2.86 0.68
H -1.05 -2.26 0.34
C -5.92 1.01 -1.28
C -1.52 1.68 2.91
H 2.60 -4.17 -2.16
H -1.60 -0.42 -5.43
H -3.68 4.77 3.62
H -0.93 1.78 4.97
H -2.31 3.78 5.43
C -1.53 2.23 4.18
H -0.91 -1.85 -1.37
H 2.53 -2.49 0.86
C 1.61 -3.72 -2.08
H -0.60 0.72 -4.49
N -2.23 1.64 0.60
H 1.08 -3.86 -3.02
C -4.64 0.72 -2.02
H -1.07 -4.57 -0.18
H -5.97 2.05 -0.96
C -4.72 0.28 -3.31
C -1.26 -0.15 -4.43
C -3.08 3.34 2.16
H 0.83 -5.47 -1.29
C -2.31 3.34 4.44
C -2.31 2.21 1.88
C -2.45 0.15 -3.56
N -3.65 0.02 -4.08
I -0.34 -0.02 2.55
O -6.09 0.24 -0.09
H -0.67 -0.97 -4.01
Cs 0.44 2.18 -0.42
H 0.94 -2.72 1.59
H -1.03 -4.16 -1.91
C -3.08 3.90 3.43
H -6.07 -0.69 -0.34
H -6.76 0.84 -1.96
C -0.49 -2.47 -0.58
C -3.29 1.40 -0.07
C -0.57 -3.97 -0.94
N 0.90 -2.08 -0.39
H 2.55 -4.75 0.17
H 2.67 -1.90 -1.47
C -3.36 0.88 -1.42
H -3.67 3.77 1.37
N 0.85 -4.48 -1.03
*
```

## Properties
- Lowest unoccupied orbital energy: -2.83 eV
- Energy relative to the best compared isomer or geometry (same formula, charge and spin): 0.000 eV

Löwdin population analysis, charges in e, atoms 1 to 6: 0.1207, 0.1218, -0.0514, 0.1075, 0.1355, -0.1212

Here is a molecular structure, C20H25CuN3O3S2 at a distorted geometry from the OMol25 dataset. Energies are from ωB97M-V/def2-TZVPD.

Geometry as ORCA input:
```
! wB97M-V def2-TZVPD RIJCOSX def2/J DEFGRID3
* xyz 1 1
C 3.93 1.90 -1.67
H 0.71 2.45 -0.55
C 0.35 -0.20 -0.53
H -4.58 1.99 -0.80
C -4.03 -1.51 4.80
C 1.68 1.94 -0.58
H 1.14 -1.76 -2.89
C -1.28 -1.95 -0.93
S -3.03 -2.90 5.03
C -3.56 -0.75 3.74
H 5.47 2.37 -3.11
H 2.19 2.88 -2.42
C -0.89 -2.46 -3.11
Cu -1.79 -0.28 1.52
H -1.56 -2.12 -3.91
O -0.15 0.10 0.59
C 5.27 -0.19 -1.76
H 2.85 3.66 -1.01
N -3.48 0.77 1.90
C -2.05 -2.42 3.65
C 2.65 2.67 -1.44
O -1.81 -1.96 0.20
N -2.42 -1.27 3.12
H -4.91 -1.27 5.38
H -3.74 3.33 0.01
H 5.95 2.64 -1.43
H -0.91 -3.14 2.02
H 2.05 1.86 0.46
H 4.84 3.76 -2.20
H -1.12 -4.28 3.39
C -3.79 2.24 -0.07
H 2.96 -0.42 0.10
C 5.11 2.70 -2.13
O -1.72 -2.71 -1.92
C -5.33 1.03 3.31
C -0.95 -3.24 3.11
C 2.80 -0.21 -0.98
H 0.00 -2.90 3.55
H 5.67 0.01 -2.77
H 1.29 0.56 -2.19
C 1.53 0.51 -1.12
H -2.83 1.83 -0.39
H 5.11 -1.27 -1.67
H 6.08 0.09 -1.05
H -0.42 -3.41 -3.39
C 3.99 0.57 -1.49
N -0.20 -1.16 -1.33
H 2.77 -1.19 -1.49
C 0.12 -1.41 -2.75
C -4.17 1.68 1.25
S -5.65 2.17 2.06
C -4.14 0.37 3.08
H -0.01 -0.51 -3.35
H -5.98 0.83 4.16
*
```

## Properties
- Lowest unoccupied orbital energy: -2.25 eV

Löwdin population analysis, charges in e, atoms 1 to 6: -0.2450, 0.1275, -0.2736, 0.0933, -0.3094, -0.1373

Here is 2 unconnected molecules or ions with the total composition C20H25F12NO5S at a distorted geometry from the OMol25 dataset. Energies are from ωB97M-V/def2-TZVPD.

Geometry as ORCA input:
```
! wB97M-V def2-TZVPD RIJCOSX def2/J DEFGRID3
* xyz 0 1
H -1.00 -2.01 5.82
O 2.50 1.63 2.80
H 1.71 3.69 3.04
C 1.84 -1.96 4.72
F 4.23 -3.68 -1.72
N 3.29 -2.68 2.43
H 3.35 2.83 1.12
H 1.57 2.51 4.54
C 2.55 -2.08 -2.69
F 3.94 -1.66 -0.49
H -1.59 -0.40 3.06
H -2.90 -0.60 4.45
H -0.39 2.72 2.05
F 1.80 -3.19 -3.33
C -1.07 2.13 4.25
H -5.19 3.69 -5.14
C 1.13 -0.10 -4.00
H -1.77 -2.85 4.30
O 0.53 -3.56 -0.65
H 1.71 1.91 0.75
C 2.02 -2.94 1.61
S 2.00 -3.55 -0.17
C -4.11 2.71 -6.63
C -3.59 1.12 -3.83
F 2.20 0.52 -4.81
H -2.16 2.43 3.93
H -0.65 2.98 4.96
C 0.55 -2.69 2.34
H 4.22 -2.84 1.98
F 3.72 -1.79 -3.61
C -4.92 2.64 -5.27
H -4.36 0.35 -3.90
H -0.03 0.49 5.55
H -1.83 0.89 6.02
O -5.93 1.77 -5.30
C -1.06 -1.96 4.64
O -4.09 2.43 -4.10
H 3.34 0.94 0.95
H 1.87 -1.64 5.85
C -1.73 -0.52 4.22
F -3.82 1.51 -7.19
H -1.68 1.62 -4.75
F 0.56 -0.73 -1.63
F -2.92 3.35 -6.44
C 1.73 -0.67 -2.55
F 0.21 1.03 -3.60
C 3.20 -2.66 -1.30
C -0.03 2.06 2.95
O 2.44 -5.07 -0.10
H -2.64 0.44 -5.65
C 2.72 1.87 1.36
C -1.11 0.72 5.10
H 4.27 -2.04 4.46
F -4.77 3.43 -7.57
C 0.40 -2.18 3.91
C 1.49 2.56 3.35
H -3.28 1.14 -2.78
F 0.29 -1.09 -4.71
H -0.47 -2.86 1.76
F 2.58 0.46 -2.02
H -1.82 -0.07 -4.18
C -2.36 0.76 -4.65
C 3.26 -2.22 3.89
H 0.06 0.95 2.59
*
```

## Properties
- Lowest unoccupied orbital energy: -4.34 eV
- Energy relative to the best compared isomer or geometry (same formula, charge and spin): 14.081 eV

Löwdin population analysis, charges in e, atoms 1 to 6: 0.1345, -0.2851, 0.1429, 0.0600, 0.0117, 0.0338

| no. | E (Ha) |
| --- | --- |
| 1 | -3521.8832 |
| 2 | -1464.2277 |
| 3 | -3603.8237 |
| 4 | -2803.7961 |